C24H17Co2N2O6 as an isolated structure, computed with wB97M-V/def2-TZVPD.

The value obtained for the HOMO energy is -2.10 eV. The value obtained for the energy above the lowest of the compared OMol25 structures with the same formula, charge and spin is 6.509 eV. As for the charge: -1. For the LUMO energy, the calculation gives 2.21 eV. The calculation puts the gap between HOMO and LUMO at 4.312 eV. As for the calculated total energy: -4251.01152 Ha.

Each line ends with the Mulliken charge.
Cartesian coordinates (Å):
O: 1.05042 -0.19358 2.54618  -0.4751
C: 0.70158 0.52848 1.68920  -0.3686
Co: 0.12986 1.28251 0.22989  0.0560
C: 0.22097 -0.48179 -0.39121  0.7515
O: 1.12153 -1.36313 -0.30978  -0.5482
C: -1.54375 1.77880 0.36555  -0.0477
O: -2.62797 2.10827 0.62925  -0.5178
C: 1.83933 2.06517 -0.45122  -0.5491
C: 2.64766 2.88014 0.46009  0.7434
C: 2.02497 3.56409 1.52454  -0.1165
C: 2.77258 4.26415 2.47130  -0.7884
C: 4.16259 4.34670 2.34506  -0.3417
C: 4.79465 3.73332 1.25104  -0.6780
C: 4.04455 3.01948 0.30841  -0.2933
C: 1.90779 0.95668 -1.30648  1.6418
C: 2.32116 -0.38982 -1.39898  -1.1533
Co: 0.94614 2.21238 -2.00424  0.2696
C: -0.64245 3.03238 -1.81582  -0.1453
O: -1.59477 3.67095 -1.99724  -0.4414
C: 1.78362 3.46627 -2.92252  0.0528
O: 2.26922 4.29743 -3.55736  -0.4384
C: 0.42380 0.95744 -3.11158  0.1933
O: 0.24694 0.13886 -3.91638  -0.4388
H: 0.93606 3.51697 1.60813  0.1214
H: 2.25419 4.73351 3.30880  0.3447
H: 4.75072 4.88930 3.08748  0.3520
H: 5.88130 3.80264 1.13525  0.3372
H: 4.52884 2.54396 -0.55082  0.4024
H: 2.17363 -0.91420 -2.34574  0.2112
H: 3.11466 -0.70241 -0.71781  0.3075
C: -1.33729 -4.80238 1.78998  -1.7743
C: -1.88999 -3.85532 0.77126  0.8877
C: -0.97095 -3.02444 0.11103  -0.9120
C: -1.43909 -2.14031 -0.83543  -0.2509
C: -2.79555 -1.96812 -1.01079  0.7283
C: -3.72005 -2.79088 -0.38768  -1.2090
C: -3.26607 -3.76786 0.50525  1.1512
C: -4.24510 -4.69805 1.19111  -1.5953
N: -2.98823 -0.69879 -1.57170  0.0385
C: -1.84199 -0.03234 -1.62246  -0.5304
N: -0.78938 -0.86264 -1.24776  0.5173
H: -1.97316 -5.68289 1.93552  0.3840
H: -0.34070 -5.13535 1.47248  0.4170
H: -1.21890 -4.30653 2.76665  0.3093
H: 0.08900 -3.09700 0.34228  0.5670
H: -4.77470 -2.66231 -0.60287  0.2831
H: -5.27370 -4.53374 0.83972  0.3461
H: -4.01278 -5.76000 1.00522  0.3586
H: -4.25778 -4.57027 2.28671  0.3259
H: -3.88716 -0.28904 -1.80001  0.2808
H: -1.70625 0.93333 -2.10151  0.2339

A 2-piece molecular cluster, C5H6N overall, computed with wB97M-V/def2-TZVPD.

The value obtained for the HOMO energy (spin up / spin down) is -12.48 / -12.46 eV. The value obtained for the energy above the lowest of the compared OMol25 structures with the same formula, charge and spin is 7.930 eV. As for the charge: +1. For the LUMO energy (spin up / spin down), the calculation gives -5.42 / -5.32 eV. The calculation puts the gap between HOMO and LUMO (spin up / spin down) at 7.062 / 7.143 eV. As for the calculated total energy: -248.32425 Ha.

Each line ends with the Mulliken charge.
Cartesian coordinates (Å):
C: -3.07881 -0.78114 -0.26145  -0.1369
C: -2.42471 0.24722 -0.00155  0.0177
C: 2.09005 0.46912 -0.23736  -0.2366
C: -1.44003 1.08040 0.20650  -0.5033
C: 0.98553 -0.50318 -0.21125  0.0566
N: 1.94841 -0.72719 0.59232  -0.0702
H: 2.80303 0.44615 -1.05650  0.2501
H: 1.98585 1.42833 0.25903  0.2433
H: -1.47730 2.09501 0.53622  0.3098
H: 0.07868 -0.91054 -0.59461  0.3592
H: 2.41430 -1.39514 1.18383  0.2903
H: -3.88501 -1.44903 -0.41519  0.4202

C26H47FeO2Si2 as an isolated structure, computed with wB97M-V/def2-TZVPD.

The value obtained for the HOMO energy (spin up / spin down) is -3.51 / -3.89 eV. The value obtained for the energy above the lowest of the compared OMol25 structures with the same formula, charge and spin is 0.492 eV. As for the charge: -1. For the LUMO energy (spin up / spin down), the calculation gives 2.59 / 2.58 eV. Its spin multiplicity is 5. The expectation value of S² is 6.03. The calculation puts the gap between HOMO and LUMO (spin up / spin down) at 6.094 / 6.478 eV. As for the calculated total energy: -3012.00702 Ha.

Each line ends with the Mulliken charge.
Cartesian coordinates (Å):
O: -0.90856 -0.98143 -2.50055  0.4205
C: -1.68313 -0.19279 -3.49912  -0.7857
C: -1.20543 -1.03333 -4.66188  -0.7384
H: -1.37511 0.85547 -3.57808  0.0448
H: -2.76233 -0.28231 -3.31807  0.5584
C: -0.68767 -1.98467 -3.57355  1.5033
H: -0.40219 -0.54139 -5.21639  0.3630
H: -1.98849 -1.44206 -5.29580  0.3587
C: 0.76017 -2.38409 -3.69328  -1.9623
H: 1.40846 -1.50248 -3.75186  0.3263
H: 0.90737 -2.98032 -4.60434  0.4120
H: 1.05566 -3.00967 -2.84523  0.3456
C: -1.60644 -3.19190 -3.50288  -1.8429
H: -2.64227 -2.89359 -3.30104  0.3897
H: -1.28890 -3.93160 -2.75835  0.4188
H: -1.58666 -3.70641 -4.47638  0.4224
Fe: -0.68608 -0.64961 0.21579  1.2634
C: -2.92858 -1.17107 0.86223  -0.5706
C: -3.08021 0.08544 1.52975  -0.5919
C: -2.81476 1.12521 0.60448  -1.5474
H: -3.41193 0.22739 2.55710  0.7275
C: -2.58063 0.54297 -0.67300  0.6198
C: -2.70738 -0.89925 -0.53552  -1.4597
H: -2.88265 -1.62787 -1.31965  0.5432
H: -3.11362 -2.15999 1.27559  0.6282
H: -2.85161 2.19085 0.81198  0.4578
H: -2.53679 1.10051 -1.60511  0.3781
C: 0.71487 -2.93230 1.65006  -0.6256
C: -0.45820 -3.24283 0.92073  -0.7625
C: -0.31970 -2.69985 -0.39833  0.3274
H: -1.27813 -3.87508 1.25775  0.5193
C: 0.96521 -1.98822 -0.44544  -0.4101
C: 1.58402 -2.16907 0.82856  -1.2422
H: 2.56656 -1.79556 1.10511  0.4295
H: 0.93631 -3.28889 2.65401  0.7634
H: -0.89142 -3.05297 -1.24269  -0.3092
H: 1.47953 -1.63451 -1.33389  0.5647
O: 2.31917 2.31837 -3.31904  -0.5400
C: 1.21737 1.58409 -2.74084  0.8956
C: 0.18801 2.56828 -2.13476  0.1891
H: 1.62065 0.86052 -2.00839  -0.5231
H: 0.76396 0.98893 -3.55774  -0.0720
C: 0.64790 3.96094 -2.64116  -0.6347
H: 0.12823 2.51252 -1.03812  -0.4081
H: -0.81069 2.33854 -2.51860  0.3135
C: 1.86932 3.67727 -3.54262  -0.6305
H: 0.95810 4.62415 -1.82626  0.2429
H: -0.14573 4.44345 -3.21914  0.3185
H: 2.70576 4.36948 -3.33608  0.3521
H: 1.59294 3.77872 -4.61140  0.2832
C: -0.33423 1.13343 4.94023  -1.4874
Si: -0.20598 -0.30070 3.70866  0.6627
C: 1.14129 -1.41988 4.42113  -1.4354
C: -1.72736 -1.39303 3.93737  -1.2753
C: 0.07000 0.38840 1.92273  0.3606
Si: 1.65878 1.47446 1.97270  0.1987
C: 3.05698 0.77334 3.03787  -1.0889
C: 2.55464 1.74024 0.33632  -0.5551
C: 1.16974 3.18286 2.65553  -1.2221
H: -0.80670 0.76088 5.86334  0.3624
H: -0.95169 1.95349 4.55255  0.3112
H: 0.65077 1.54127 5.21186  0.3301
H: 1.57266 -0.95825 5.31914  0.4344
H: 0.65028 -2.35143 4.73730  0.4684
H: 1.96291 -1.68985 3.75063  0.3302
H: -2.63337 -0.79522 4.08082  0.3553
H: -1.89950 -2.08382 3.10641  0.1214
H: -1.60368 -2.00906 4.84400  0.4855
H: -0.73231 1.16830 1.84360  -0.3842
H: 3.35571 -0.23246 2.71177  0.2292
H: 3.92996 1.43463 2.91189  0.3784
H: 2.82050 0.73330 4.10774  0.2653
H: 1.99470 2.29928 -0.41796  -0.1716
H: 3.47015 2.32262 0.54972  0.4213
H: 2.87888 0.79701 -0.12673  0.2563
H: 0.40410 3.64985 2.01392  0.2725
H: 0.75591 3.11652 3.66994  0.2794
H: 2.04263 3.85583 2.68890  0.3725

A 6-piece molecular cluster, H11O6 overall, computed with wB97M-V/def2-TZVPD.

The value obtained for the HOMO energy is -5.12 eV. The value obtained for the energy above the lowest of the compared OMol25 structures with the same formula, charge and spin is 0.713 eV. As for the charge: -1. For the LUMO energy, the calculation gives 3.86 eV. The calculation puts the gap between HOMO and LUMO at 8.977 eV. As for the calculated total energy: -458.09293 Ha.

Each line ends with the Mulliken charge.
Cartesian coordinates (Å):
O: 1.49997 0.06505 0.12436  -1.0920
H: 1.64227 0.94236 0.48710  0.1866
O: 0.78592 0.47963 -2.29022  -0.7456
H: 0.74613 -0.47537 -2.48972  0.2586
H: 1.24178 0.41001 -1.36121  0.4003
O: 1.32113 -1.95512 1.83141  -0.6679
H: 0.81144 -2.47485 1.22000  0.2665
H: 1.40047 -1.10172 1.34093  0.3892
O: -1.98159 -0.24143 -0.22134  -0.6578
H: -1.65474 -0.24522 -1.12865  0.3085
H: -1.09869 -0.06083 0.14574  0.3502
O: -1.10881 -0.72581 3.54984  -0.6672
H: -1.10496 -0.89346 2.60194  0.3303
H: -0.28884 -1.16504 3.81001  0.3349
O: -1.10825 2.48792 -2.49221  -0.6640
H: -0.49103 1.78540 -2.19815  0.3892
H: -0.61221 3.16848 -2.92982  0.2804

Copy entry 1 word for word.
C24H17Co2N2O6 as an isolated structure, computed with wB97M-V/def2-TZVPD.

The value obtained for the HOMO energy is -2.10 eV. The value obtained for the energy above the lowest of the compared OMol25 structures with the same formula, charge and spin is 6.509 eV. As for the charge: -1. For the LUMO energy, the calculation gives 2.21 eV. The calculation puts the gap between HOMO and LUMO at 4.312 eV. As for the calculated total energy: -4251.01152 Ha.

Each line ends with the Mulliken charge.
Cartesian coordinates (Å):
O: 1.05042 -0.19358 2.54618  -0.4751
C: 0.70158 0.52848 1.68920  -0.3686
Co: 0.12986 1.28251 0.22989  0.0560
C: 0.22097 -0.48179 -0.39121  0.7515
O: 1.12153 -1.36313 -0.30978  -0.5482
C: -1.54375 1.77880 0.36555  -0.0477
O: -2.62797 2.10827 0.62925  -0.5178
C: 1.83933 2.06517 -0.45122  -0.5491
C: 2.64766 2.88014 0.46009  0.7434
C: 2.02497 3.56409 1.52454  -0.1165
C: 2.77258 4.26415 2.47130  -0.7884
C: 4.16259 4.34670 2.34506  -0.3417
C: 4.79465 3.73332 1.25104  -0.6780
C: 4.04455 3.01948 0.30841  -0.2933
C: 1.90779 0.95668 -1.30648  1.6418
C: 2.32116 -0.38982 -1.39898  -1.1533
Co: 0.94614 2.21238 -2.00424  0.2696
C: -0.64245 3.03238 -1.81582  -0.1453
O: -1.59477 3.67095 -1.99724  -0.4414
C: 1.78362 3.46627 -2.92252  0.0528
O: 2.26922 4.29743 -3.55736  -0.4384
C: 0.42380 0.95744 -3.11158  0.1933
O: 0.24694 0.13886 -3.91638  -0.4388
H: 0.93606 3.51697 1.60813  0.1214
H: 2.25419 4.73351 3.30880  0.3447
H: 4.75072 4.88930 3.08748  0.3520
H: 5.88130 3.80264 1.13525  0.3372
H: 4.52884 2.54396 -0.55082  0.4024
H: 2.17363 -0.91420 -2.34574  0.2112
H: 3.11466 -0.70241 -0.71781  0.3075
C: -1.33729 -4.80238 1.78998  -1.7743
C: -1.88999 -3.85532 0.77126  0.8877
C: -0.97095 -3.02444 0.11103  -0.9120
C: -1.43909 -2.14031 -0.83543  -0.2509
C: -2.79555 -1.96812 -1.01079  0.7283
C: -3.72005 -2.79088 -0.38768  -1.2090
C: -3.26607 -3.76786 0.50525  1.1512
C: -4.24510 -4.69805 1.19111  -1.5953
N: -2.98823 -0.69879 -1.57170  0.0385
C: -1.84199 -0.03234 -1.62246  -0.5304
N: -0.78938 -0.86264 -1.24776  0.5173
H: -1.97316 -5.68289 1.93552  0.3840
H: -0.34070 -5.13535 1.47248  0.4170
H: -1.21890 -4.30653 2.76665  0.3093
H: 0.08900 -3.09700 0.34228  0.5670
H: -4.77470 -2.66231 -0.60287  0.2831
H: -5.27370 -4.53374 0.83972  0.3461
H: -4.01278 -5.76000 1.00522  0.3586
H: -4.25778 -4.57027 2.28671  0.3259
H: -3.88716 -0.28904 -1.80001  0.2808
H: -1.70625 0.93333 -2.10151  0.2339